[1]
Formula: C3H3FO
Source: the OMol25 dataset
Level of theory: ωB97M-V with the def2-TZVPD basis set

XYZ file:
```
8
Properties=species:S:1:pos:R:3
C -0.72 -0.30 1.06
C 0.11 0.05 -1.88
C 0.38 -0.47 0.36
O 0.77 -0.34 -2.80
F 1.66 -0.39 0.54
H -0.71 -0.39 2.20
H -1.60 -0.47 0.52
H -0.93 0.46 -1.84
```

The energy is -7919.93380 eV. The highest occupied orbital energy (alpha / beta) is -8.733 / -8.734 eV. As for the spin multiplicity: 1. The calculation puts the HOMO-LUMO gap (alpha / beta) at 0.3232 / 0.3233 Eh. As for the molar mass: 74.1 g/mol. The calculation puts the relative energy (zero: lowest compared OMol25 entry of this formula, charge and spin) at 77.5 kcal per mole.

=====

[2]
Formula: C3H3FOS
Source: the OMol25 dataset
Level of theory: ωB97M-V with the def2-TZVPD basis set

XYZ file:
```
9
Properties=species:S:1:pos:R:3
C 1.05 1.20 -0.05
C 0.84 -0.18 -0.30
F 1.88 -1.02 -0.28
C -0.54 -0.73 -0.11
O -0.54 -1.95 0.00
S -2.12 0.07 -0.26
H 2.06 1.91 0.43
H 0.14 1.71 0.04
H -2.78 -1.01 0.53
```

The energy is -18756.96916 eV. The highest occupied orbital energy is -10.063 eV. As for the spin multiplicity: 1. The calculation puts the HOMO-LUMO gap at 0.3553 Eh. As for the molar mass: 106.1 g/mol. The structure (SMILES) is C=C(F)C(=O)S. The calculation puts the relative energy (zero: lowest compared OMol25 entry of this formula, charge and spin) at 47.8 kcal per mole.

=====

[3]
Formula: C3H3FeO4
Source: the OMol25 dataset
Level of theory: ωB97M-V with the def2-TZVPD basis set

XYZ file:
```
11
Properties=species:S:1:pos:R:3
O 1.56 -2.39 0.89
C 1.04 -1.51 0.30
C 1.00 -0.05 0.73
H -0.45 -1.46 -0.29
H 0.54 -0.04 1.72
H 2.02 0.37 0.76
O 0.26 0.78 -0.18
C -0.95 0.55 -0.59
O -1.37 -0.68 -0.64
O -1.53 1.37 -1.30
Fe -2.13 3.05 -1.40
```

As for the total charge: +2. The energy is -45713.02351 eV. The highest occupied orbital energy (alpha / beta) is -17.262 / -20.938 eV. As for the spin multiplicity: 6. The calculation puts the HOMO-LUMO gap (alpha / beta) at 0.2018 / 0.3113 Eh. As for the molar mass: 158.9 g/mol. The calculation puts the relative energy (zero: lowest compared OMol25 entry of this formula, charge and spin) at 52.6 kcal per mole.

=====

The highest energy belongs to which entry?
C3H3FO

=====

The lowest relative energy (zero: lowest compared OMol25 entry of this formula, charge and spin) belongs to which entry?
C3H3FOS